C12H13ClN11Pd as an isolated structure. Source: the Open Molecules 2025 dataset; level of theory: ωB97M-V with the def2-TZVPD basis set.

Output
Spin multiplicity = 3
Total charge = -1
ΔE to the lowest compared entry with this formula, charge and spin = 1.0 kcal per mole
Max |F| = 0.0071 Eh/bohr
Gap between HOMO and LUMO (alpha / beta) = 0.224 / 0.246 Eh

Geometry (Å):
1 Pd -0.0060 0.0147 -0.1708
2 N -0.4848 0.5084 3.2832
3 C -0.2617 -0.7871 2.8488
4 N -0.4286 -1.8417 3.6261
5 N -0.1110 -2.8896 2.8326
6 N 0.2514 -2.4801 1.6631
7 N 0.1688 -1.1286 1.6402
8 C -0.5819 1.6123 2.4570
9 N -1.0332 2.7863 2.8604
10 N -0.9426 3.5690 1.7613
11 N -0.4364 2.9098 0.7737
12 N -0.1925 1.6437 1.1890
13 H -0.9434 0.5910 4.1740
14 C 4.6547 1.1345 -1.1827
15 N 4.0482 0.0866 -1.9963
16 C 4.6838 -0.2474 -3.2642
17 C 2.7456 -0.1270 -1.8694
18 N 1.6101 -0.2650 -1.7205
19 H 5.6949 0.8723 -0.9937
20 H 4.1306 1.2038 -0.2330
21 H 4.6149 2.1065 -1.6815
22 H 5.7285 -0.4960 -3.0796
23 H 4.6365 0.5855 -3.9719
24 H 4.1900 -1.1115 -3.7000
25 Cl -5.1366 0.9891 2.9774
26 C -4.1632 0.5387 1.6024
27 C -3.8544 1.4885 0.6389
28 C -3.0769 1.1302 -0.4436
29 C -2.5608 -0.1749 -0.5831
30 C -1.6140 -0.5062 -1.6112
31 C -2.9145 -1.1147 0.4092
32 C -3.6975 -0.7643 1.4895
33 H -4.1960 2.5081 0.7573
34 H -2.7928 1.8851 -1.1670
35 H -1.5165 0.1664 -2.4558
36 H -1.4330 -1.5535 -1.8239
37 H -2.5018 -2.1154 0.3528
38 H -3.9249 -1.4883 2.2609

A 4-piece molecular cluster, C19H27ClF24NO5P3S overall. Source: the Open Molecules 2025 dataset; level of theory: ωB97M-V with the def2-TZVPD basis set.

Output
SMILES = CCCC[PH](Cl)([PH2]=N)P(O)(O)=S.FC(F)C(F)(F)COC(F)(F)C(F)F.FC(F)C(F)(F)COC(F)(F)C(F)F.FC(F)C(F)(F)COC(F)(F)C(F)F
Max |F| = 0.0186 Eh/bohr
Gap between HOMO and LUMO = 0.319 Eh

Geometry (Å):
1 C 3.8637 0.4546 1.6194
2 C 3.3900 -0.8981 2.1753
3 C 2.6684 -1.7561 1.1342
4 C 1.2901 -1.2260 0.7207
5 P 0.0485 -0.9639 2.0506
6 Cl 0.6167 -2.7075 3.2753
7 P -1.9589 -1.9141 1.9458
8 N -2.8306 -1.7392 3.2351
9 P -0.7536 0.9685 1.0502
10 O -1.0244 0.6837 -0.5221
11 O -2.2768 1.2327 1.5633
12 S 0.4109 2.4733 1.3149
13 H 4.1133 0.3684 0.5580
14 H 4.7635 0.7923 2.1380
15 H 3.0968 1.2245 1.7270
16 H 4.2539 -1.4705 2.5269
17 H 2.7547 -0.7428 3.0551
18 H 3.2753 -1.7323 0.2193
19 H 2.6095 -2.8016 1.4389
20 H 0.8078 -1.9072 0.0084
21 H 1.4229 -0.2605 0.2213
22 H 0.2982 -0.1402 3.1528
23 H -2.5609 -1.3497 0.8024
24 H -1.6881 -3.2278 1.5322
25 H -2.3373 -1.3355 4.0233
26 H -1.3446 -0.2041 -0.7091
27 H -2.4888 0.8150 2.4097
28 F -6.0867 3.4398 -1.7223
29 C -5.9213 3.4831 -0.3860
30 F -6.9480 4.1857 0.1415
31 C -4.6063 4.1770 -0.0131
32 F -4.6556 5.4747 -0.3714
33 F -4.5721 4.1183 1.3541
34 C -3.2991 3.5309 -0.4819
35 O -2.6984 4.0540 -1.6535
36 C -2.9737 3.5761 -2.8968
37 F -3.7659 2.4894 -2.8731
38 F -1.7997 3.1979 -3.4632
39 C -3.5475 4.6632 -3.8201
40 F -4.6744 5.1837 -3.3007
41 F -3.8468 4.1033 -5.0144
42 H -5.9432 2.4674 0.0169
43 H -2.5815 3.7541 0.3069
44 H -3.3921 2.4460 -0.5267
45 H -2.8089 5.4536 -3.9622
46 F -5.0101 -5.8857 -1.4718
47 C -5.4049 -4.7452 -0.8774
48 F -4.9332 -3.7052 -1.6018
49 C -4.8338 -4.6400 0.5410
50 F -3.4873 -4.5302 0.4778
51 F -5.3220 -3.4568 1.0210
52 C -5.2377 -5.7005 1.5706
53 O -4.3351 -6.7687 1.7723
54 C -4.4017 -7.9279 1.0561
55 F -5.4683 -7.9661 0.2417
56 F -4.5312 -8.9490 1.9372
57 C -3.0988 -8.1965 0.2860
58 F -2.8224 -7.1710 -0.5436
59 F -3.2562 -9.3150 -0.4527
60 H -6.4963 -4.6988 -0.8566
61 H -5.2408 -5.1670 2.5204
62 H -6.2518 -6.0546 1.3821
63 H -2.2752 -8.3319 0.9888
64 F 6.4015 1.9917 -2.0725
65 C 7.1725 1.2252 -1.2796
66 F 6.3715 0.3444 -0.6381
67 C 7.8932 2.0724 -0.2244
68 F 6.9956 2.6056 0.6240
69 F 8.6526 1.1710 0.4735
70 C 8.8776 3.1415 -0.7118
71 O 8.3912 4.4657 -0.7914
72 C 7.8231 4.9683 -1.9256
73 F 7.9029 4.1141 -2.9587
74 F 8.5149 6.0817 -2.2710
75 C 6.3742 5.4238 -1.6879
76 F 5.6283 4.3994 -1.2358
77 F 5.8600 5.8461 -2.8630
78 H 7.8911 0.6744 -1.8912
79 H 9.6405 3.1807 0.0645
80 H 9.3610 2.8302 -1.6387
81 H 6.3563 6.2402 -0.9641

C13H10N2O4 in the gas phase at a distorted geometry. Source: the Open Molecules 2025 dataset; level of theory: ωB97M-V with the def2-TZVPD basis set.

Output
SMILES = C=CC1=C(ON=O)C(=O)c2cccc(CN)c2C1=O
ΔE to the lowest compared entry with this formula, charge and spin = 387.2 kcal per mole
Max |F| = 0.1613 Eh/bohr
Gap between HOMO and LUMO = 0.254 Eh

Geometry (Å):
1 C -3.3560 -1.6196 -1.6914
2 C -3.0269 -1.8878 -0.2340
3 C -1.4690 -1.4741 0.2028
4 C -0.4472 -2.5786 0.2431
5 O -0.8487 -3.9800 -0.1066
6 N -0.8477 -4.7243 1.0334
7 O -1.7346 -4.3068 1.7748
8 C 1.0916 -2.1679 0.6330
9 O 1.9815 -2.9343 1.2772
10 C 1.5908 -0.6337 0.1930
11 C 3.1659 -0.3134 -0.1637
12 C 3.6319 1.2077 -0.6164
13 C 2.5047 2.4020 -0.6674
14 C 0.9412 2.0807 -0.2624
15 C -0.1984 3.2989 -0.2649
16 N -0.2342 3.7963 1.1955
17 C 0.4463 0.5740 0.1536
18 C -1.0898 0.1215 0.5312
19 O -2.0470 0.9089 1.0290
20 H -4.4222 -1.3251 -2.0781
21 H -2.4823 -1.6560 -2.4894
22 H -3.7838 -2.3561 0.5276
23 H 4.0144 -1.1439 -0.1120
24 H 4.7795 1.3926 -0.8662
25 H 2.8624 3.4760 -1.0014
26 H 0.1624 4.2249 -0.9031
27 H -1.2241 2.8596 -0.6209
28 H 0.7728 3.7137 1.5286
29 H -0.7333 3.0445 1.7550

C3H3OS2 as an isolated structure at a distorted geometry. Source: the Open Molecules 2025 dataset; level of theory: ωB97M-V with the def2-TZVPD basis set.

Output
Total charge = -1
ΔE to the lowest compared entry with this formula, charge and spin = 22.9 kcal per mole
Max |F| = 0.0487 Eh/bohr
Gap between HOMO and LUMO = 0.261 Eh

Geometry (Å):
1 C -0.4827 -1.9371 0.0214
2 C -1.3309 -0.9972 -0.3708
3 C -3.9966 0.0651 0.4625
4 O -4.3386 -0.2043 1.5599
5 S -4.5533 0.4644 -0.9729
6 S -1.7213 0.4239 0.5330
7 H -0.1214 -2.5379 -0.8011
8 H 0.0675 -2.0855 1.0337
9 H -1.5764 -1.1617 -1.4222

A 2-piece molecular cluster, C11H15N overall at a distorted geometry. Source: the Open Molecules 2025 dataset; level of theory: ωB97M-V with the def2-TZVPD basis set.

Output
SMILES = Cc1c[nH]c2ccccc12.CC
ΔE to the lowest compared entry with this formula, charge and spin = 10.7 kcal per mole
Max |F| = 0.0663 Eh/bohr
Gap between HOMO and LUMO = 0.323 Eh

Geometry (Å):
1 C -2.7666 -2.9915 0.9536
2 C -2.2179 -2.4724 -0.3354
3 C -2.5762 -2.8871 -1.5660
4 N -1.9234 -2.1387 -2.5093
5 C -1.1522 -1.1969 -1.9055
6 C -0.2936 -0.2197 -2.4380
7 C 0.3734 0.5856 -1.5896
8 C 0.2829 0.4477 -0.1824
9 C -0.5829 -0.5378 0.3541
10 C -1.2813 -1.3807 -0.5060
11 H -1.9378 -3.1800 1.6973
12 H -3.3057 -3.9026 0.8110
13 H -3.4728 -2.3149 1.3986
14 H -3.3240 -3.6871 -1.7738
15 H -2.1028 -2.1727 -3.5292
16 H -0.2083 -0.0795 -3.5080
17 H 1.0482 1.3818 -2.0059
18 H 0.8020 1.1058 0.4415
19 H -0.7167 -0.6001 1.3621
20 C 2.6177 2.8438 1.5293
21 C 3.7017 3.7135 2.1867
22 H 1.9563 3.4472 0.9061
23 H 3.0494 2.1085 0.8505
24 H 2.0117 2.3608 2.3276
25 H 4.4304 4.0466 1.4407
26 H 3.2649 4.5859 2.6813
27 H 4.3237 3.1343 2.9087

A 2-piece molecular cluster, C4H12N3 overall at a distorted geometry. Source: the Open Molecules 2025 dataset; level of theory: ωB97M-V with the def2-TZVPD basis set.

Output
Spin multiplicity = 2
ΔE to the lowest compared entry with this formula, charge and spin = 20.9 kcal per mole
Max |F| = 0.0366 Eh/bohr
Gap between HOMO and LUMO (alpha / beta) = 0.214 / 0.309 Eh

Geometry (Å):
1 C -0.0634 -2.7277 -0.7329
2 C 0.2183 -1.3422 -1.2353
3 C 1.2951 -0.6590 -0.8311
4 N 1.4677 0.7140 -0.7970
5 H 0.8577 -3.1316 -0.3065
6 H -0.8798 -2.7383 -0.0105
7 H -0.3279 -3.4360 -1.5255
8 H -0.4441 -0.8939 -1.9713
9 H 2.0056 -1.1955 -0.2047
10 H 2.0052 1.1181 -0.0562
11 H 0.7220 1.2817 -1.1556
12 N -0.6870 2.5758 0.3456
13 C -1.2607 1.4433 0.9060
14 N -0.8121 0.9511 2.1219
15 H 0.2531 2.8439 0.5700
16 H -1.0257 2.9097 -0.5368
17 H -2.2022 1.0869 0.5297
18 H -1.2817 0.1656 2.5261
19 H 0.1598 1.0342 2.3641

An isolated ion of composition C4H11N2O2 and charge +1 at a distorted geometry. Source: the Open Molecules 2025 dataset; level of theory: ωB97M-V with the def2-TZVPD basis set.

Output
Total charge = +1
SMILES = N[C@H](CC[NH3+])C(=O)O
ΔE to the lowest compared entry with this formula, charge and spin = 30.2 kcal per mole
Max |F| = 0.0583 Eh/bohr
Gap between HOMO and LUMO = 0.352 Eh

Geometry (Å):
1 N -1.6779 1.7899 -0.6008
2 C -0.3422 1.2006 -0.3135
3 C -0.4108 -0.2262 -0.8782
4 C 0.8230 -1.1065 -0.8665
5 N 0.7201 -2.0542 0.3328
6 C -0.0738 1.4043 1.1569
7 O -0.4412 2.2027 1.9641
8 O 0.6914 0.3173 1.6279
9 H -1.5899 2.7215 -0.9396
10 H -2.2866 1.5034 0.1452
11 H 0.4589 1.7088 -0.8639
12 H -0.5709 0.0067 -1.9459
13 H -1.3093 -0.7694 -0.5928
14 H 0.9850 -1.6991 -1.7607
15 H 1.7422 -0.5289 -0.7211
16 H 1.6472 -2.4479 0.4978
17 H 0.3679 -1.6585 1.2104
18 H 0.0389 -2.7869 0.1162
19 H 1.2279 0.4223 2.4316

A 4-piece molecular cluster, C2H12NO3 overall at a distorted geometry. Source: the Open Molecules 2025 dataset; level of theory: ωB97M-V with the def2-TZVPD basis set.

Output
Total charge = +1
ΔE to the lowest compared entry with this formula, charge and spin = 21.6 kcal per mole
Max |F| = 0.0623 Eh/bohr
Gap between HOMO and LUMO = 0.442 Eh

Geometry (Å):
1 C 1.2121 1.8667 -0.1489
2 C 1.5478 2.3511 -1.3179
3 N 0.0496 0.8848 -0.1089
4 H 1.8422 1.8936 0.7313
5 H 2.3977 3.0162 -1.4433
6 H 1.0353 1.9532 -2.1824
7 H -0.7492 1.4472 0.1422
8 H 0.4086 0.1592 0.5407
9 H -0.0633 0.5840 -1.0786
10 H 0.3704 -0.9607 2.6416
11 H -0.7724 -1.7485 1.9968
12 O -0.1956 -0.9775 1.8654
13 H -1.6701 -3.6678 3.3173
14 H -2.3179 -3.7751 1.9180
15 O -1.9152 -3.1610 2.5367
16 H -0.0205 -0.6043 -3.3141
17 H -0.4868 0.7532 -3.8765
18 O 0.0330 0.3501 -3.1749